C45H89NO2 | ωB97M-V/def2-TZVPD

Summary:
Spin multiplicity   1
SMILES string   CCN1C(=O)c2cccc(CCC(C)C)c2C1=O.CCCCCC.CCCCCC.CCCCCC.CCCCCC.CCCCCC
LUMO level   -0.00418 Ha
Strongest force on any atom   1.31 eV/Å
E_HOMO   -9.6 eV
Electronic energy   -53695.7677 eV

CARTESIAN COORDINATES (ANGSTROEM)
1 C 5.447 -2.302 -1.653
2 C 5.024 -2.734 -3.060
3 N 3.590 -3.017 -3.205
4 C 2.932 -3.744 -2.185
5 O 3.152 -4.869 -1.880
6 C 1.877 -2.837 -1.652
7 C 1.063 -2.957 -0.536
8 C 0.155 -1.940 -0.253
9 C 0.066 -0.804 -1.039
10 C 0.915 -0.663 -2.149
11 C 0.859 0.597 -2.983
12 C 1.239 1.848 -2.152
13 C 2.737 2.244 -2.043
14 C 3.728 1.358 -2.788
15 C 3.165 2.309 -0.576
16 C 1.793 -1.708 -2.441
17 C 2.774 -1.906 -3.562
18 O 2.859 -1.338 -4.609
19 H 5.781 -3.147 -1.060
20 H 6.319 -1.657 -1.755
21 H 4.692 -1.720 -1.130
22 H 5.632 -3.581 -3.365
23 H 5.245 -1.928 -3.754
24 H 1.142 -3.826 0.104
25 H -0.507 -2.006 0.598
26 H -0.643 -0.017 -0.833
27 H 1.394 0.497 -3.917
28 H -0.193 0.733 -3.243
29 H 0.897 1.651 -1.138
30 H 0.689 2.694 -2.556
31 H 2.830 3.261 -2.424
32 H 3.481 1.197 -3.830
33 H 4.697 1.859 -2.785
34 H 3.869 0.420 -2.254
35 H 3.114 1.335 -0.090
36 H 2.598 3.055 -0.025
37 H 4.213 2.609 -0.586
38 C 3.546 3.719 3.420
39 C 3.438 5.231 3.247
40 C 3.873 5.716 1.867
41 C 5.335 5.441 1.512
42 C 6.360 6.028 2.481
43 C 6.315 7.552 2.562
44 H 4.576 3.373 3.324
45 H 3.189 3.421 4.407
46 H 2.941 3.200 2.674
47 H 4.019 5.732 4.027
48 H 2.398 5.529 3.405
49 H 3.676 6.789 1.792
50 H 3.242 5.241 1.109
51 H 5.527 5.838 0.510
52 H 5.496 4.361 1.441
53 H 7.357 5.723 2.154
54 H 6.223 5.604 3.479
55 H 6.486 7.999 1.581
56 H 7.085 7.924 3.238
57 H 5.353 7.908 2.935
58 C -4.407 -2.004 -0.490
59 C -4.864 -0.907 0.469
60 C -3.997 -0.792 1.719
61 C -3.975 -2.034 2.611
62 C -5.346 -2.483 3.111
63 C -6.045 -1.444 3.983
64 H -4.472 -2.994 -0.037
65 H -5.033 -2.012 -1.383
66 H -3.373 -1.834 -0.802
67 H -5.911 -1.073 0.738
68 H -4.833 0.054 -0.052
69 H -4.327 0.069 2.305
70 H -2.969 -0.568 1.410
71 H -3.331 -1.832 3.473
72 H -3.506 -2.864 2.075
73 H -5.220 -3.402 3.691
74 H -5.990 -2.743 2.266
75 H -5.438 -1.198 4.856
76 H -7.003 -1.826 4.340
77 H -6.244 -0.523 3.432
78 C -0.601 4.579 0.665
79 C -2.101 4.411 0.883
80 C -2.763 3.505 -0.154
81 C -2.680 4.004 -1.597
82 C -3.276 5.391 -1.834
83 C -4.770 5.469 -1.534
84 H -0.382 5.056 -0.292
85 H -0.162 5.198 1.449
86 H -0.100 3.608 0.684
87 H -2.583 5.392 0.896
88 H -2.268 3.978 1.873
89 H -3.811 3.357 0.122
90 H -2.299 2.514 -0.105
91 H -3.191 3.284 -2.244
92 H -1.635 4.008 -1.922
93 H -3.112 5.663 -2.880
94 H -2.744 6.138 -1.239
95 H -5.327 4.755 -2.145
96 H -5.155 6.466 -1.750
97 H -4.983 5.257 -0.485
98 C 6.815 -6.303 -4.562
99 C 7.288 -6.492 -3.123
100 C 8.462 -5.590 -2.746
101 C 9.740 -5.822 -3.553
102 C 10.288 -7.247 -3.495
103 C 10.689 -7.687 -2.090
104 H 7.591 -6.560 -5.285
105 H 5.953 -6.938 -4.768
106 H 6.517 -5.267 -4.738
107 H 7.544 -7.541 -2.955
108 H 6.454 -6.272 -2.450
109 H 8.676 -5.715 -1.680
110 H 8.161 -4.544 -2.870
111 H 10.509 -5.132 -3.191
112 H 9.565 -5.553 -4.599
113 H 11.164 -7.306 -4.146
114 H 9.557 -7.949 -3.904
115 H 11.447 -7.020 -1.675
116 H 11.105 -8.695 -2.106
117 H 9.836 -7.696 -1.410
118 C -13.245 0.148 3.400
119 C -12.663 -1.092 2.728
120 C -11.672 -1.852 3.607
121 C -10.422 -1.062 4.000
122 C -9.600 -0.531 2.827
123 C -9.039 -1.633 1.933
124 H -12.472 0.882 3.632
125 H -13.972 0.635 2.747
126 H -13.754 -0.115 4.329
127 H -12.192 -0.810 1.782
128 H -13.482 -1.768 2.469
129 H -11.376 -2.771 3.094
130 H -12.181 -2.170 4.522
131 H -9.785 -1.705 4.617
132 H -10.707 -0.223 4.641
133 H -8.769 0.055 3.226
134 H -10.199 0.159 2.226
135 H -8.407 -2.313 2.506
136 H -8.432 -1.204 1.133
137 H -9.832 -2.218 1.464